67
Properties=species:S:1:pos:R:3:mulliken_spin:R:1 method="wB97M-V/def2-TZVPD" max_force_ev_per_a=2.19 homo_lumo_gap_ev="6.47 / 7.86" e_tot_ev=-104592.294 total_charge=+1 multiplicity=4
Mn -0.06 0.34 0.03 3.368
N 2.61 -0.07 2.99 0.003
C 1.35 -0.09 3.41 0.036
S 0.04 0.13 2.32 -0.150
N 1.14 -0.28 4.71 0.003
C -0.06 -0.26 5.49 -0.002
C 0.04 0.34 6.74 0.001
C -1.08 0.44 7.56 -0.001
C -2.30 -0.06 7.13 0.001
C -2.38 -0.71 5.90 -0.002
C -1.26 -0.83 5.09 0.001
H 2.83 0.22 2.05 0.001
H 3.38 -0.12 3.64 0.001
H 1.97 -0.28 5.28 0.000
H 0.99 0.75 7.07 0.000
H -1.00 0.91 8.53 0.000
H -3.17 0.04 7.75 0.000
H -3.32 -1.14 5.58 0.000
H -1.33 -1.39 4.17 0.000
C 3.16 -4.41 -0.79 -0.005
C 2.46 -3.89 0.29 0.004
C 2.16 -2.54 0.33 0.014
C 2.54 -1.69 -0.71 -0.091
C 3.22 -2.23 -1.80 -0.016
C 3.53 -3.59 -1.84 -0.001
Si 2.18 0.16 -0.68 0.018
C 2.00 0.88 -2.41 -0.042
C 2.61 2.09 -2.74 -0.019
C 2.62 2.52 -4.06 0.005
C 2.01 1.76 -5.04 -0.020
C 1.38 0.57 -4.72 0.010
C 1.36 0.13 -3.40 -0.025
C 3.52 1.05 0.31 -0.058
C 3.35 2.35 0.80 0.003
C 4.38 3.00 1.45 0.004
C 5.61 2.37 1.63 -0.005
C 5.79 1.08 1.14 0.001
C 4.76 0.42 0.49 -0.008
H 3.39 -5.47 -0.82 0.000
H 2.16 -4.54 1.11 0.000
H 1.59 -2.15 1.17 0.003
H 3.52 -1.60 -2.63 -0.002
H 4.06 -3.99 -2.69 -0.001
H 3.09 2.69 -1.97 -0.001
H 3.11 3.45 -4.31 0.000
H 2.02 2.10 -6.07 -0.001
H 0.90 -0.03 -5.48 0.000
H 0.88 -0.81 -3.16 -0.006
H 2.40 2.86 0.67 0.002
H 4.24 4.01 1.82 0.000
H 6.41 2.87 2.13 0.000
H 6.74 0.58 1.27 0.000
H 4.90 -0.58 0.11 -0.006
O -0.63 -1.24 -0.40 0.100
N -1.39 -2.28 -0.26 -0.019
C -1.37 -3.18 -1.18 0.051
C -0.52 -3.09 -2.33 -0.006
N 0.18 -2.93 -3.22 0.016
C -2.23 -4.31 -1.01 -0.004
N -2.93 -5.22 -0.89 0.020
F 0.44 3.11 -0.82 -0.005
C -0.16 2.32 0.09 -0.174
F -0.22 3.03 1.23 -0.011
C -1.60 2.07 -0.41 0.004
F -2.36 3.09 -0.70 -0.001
F -1.46 1.28 -1.53 0.009
F -2.25 1.27 0.49 0.006

40
Properties=species:S:1:pos:R:3:mulliken_charge:R:1 method="wB97M-V/def2-TZVPD" max_force_ev_per_a=1.71 smiles=BrCCBr.BrCCBr.BrCCBr.BrCCBr.BrCCBr de_lowest_kj_mol=88.4 homo_lumo_gap_ev=10.18 e_tot_ev=-711119.390
Br 0.28 -0.80 -4.27 -0.159
C 1.81 -1.56 -5.22 -0.473
C 3.10 -1.04 -4.58 -0.581
Br 4.65 -1.35 -5.77 -0.161
H 1.67 -1.25 -6.25 0.387
H 1.85 -2.64 -5.17 0.386
H 3.30 -1.49 -3.61 0.198
H 3.02 0.02 -4.33 0.389
Br -2.81 -3.65 3.23 -0.147
C -2.93 -1.73 2.95 -0.326
C -3.95 -0.96 3.78 -0.586
Br -3.61 0.96 3.55 -0.154
H -3.09 -1.46 1.90 0.417
H -1.97 -1.27 3.18 -0.027
H -3.91 -1.28 4.82 0.403
H -4.97 -1.20 3.49 0.423
Br 1.00 -2.27 7.78 -0.165
C 0.98 -0.41 7.14 -0.625
C 0.45 -0.40 5.71 -0.621
Br 0.03 1.46 5.18 -0.148
H 1.95 0.05 7.28 0.398
H 0.27 0.21 7.69 0.382
H -0.47 -0.95 5.56 0.365
H 1.26 -0.77 5.08 0.374
Br -0.79 2.29 -3.01 -0.145
C -0.50 2.83 -4.85 -0.491
C 0.34 4.10 -5.00 -0.572
Br 0.24 4.86 -6.76 -0.138
H -1.48 2.90 -5.31 0.391
H 0.02 2.01 -5.34 0.285
H 1.38 3.91 -4.74 0.347
H -0.08 4.83 -4.32 0.344
Br 2.20 -1.35 -0.98 -0.145
C 0.68 -0.15 -0.59 -0.033
C -0.23 -0.76 0.48 -0.620
Br 0.55 -0.34 2.26 -0.119
H 0.21 -0.01 -1.55 -0.317
H 1.05 0.81 -0.23 0.464
H -0.27 -1.84 0.41 0.432
H -1.22 -0.32 0.41 0.369

12
Properties=species:S:1:pos:R:3:mulliken_charge:R:1 method="wB97M-V/def2-TZVPD" max_force_ev_per_a=0.71 smiles=Oc1coc(O)c1S de_lowest_kj_mol=120.9 homo_lumo_gap_ev=8.87 e_tot_ev=-21189.457
C -0.79 -0.66 -0.10 0.902
C -1.58 0.42 -0.08 -0.824
C 0.48 1.14 -0.09 0.484
C 0.56 -0.22 -0.08 -0.157
H -2.07 -2.07 -0.13 0.314
H -2.64 0.59 -0.10 0.398
H 2.26 1.67 -0.12 0.322
H 2.19 -1.44 1.15 0.159
O -1.11 -1.98 -0.10 -0.520
O -0.77 1.57 -0.09 -0.319
O 1.40 2.11 -0.09 -0.491
S 2.07 -1.12 -0.18 -0.268